{
  "formula": "CHCl3N2",
  "method": "the ωB97M-V functional and the def2-TZVPD basis",
  "energy_ev": -41593.4393,
  "s_squared": 2.01,
  "spin_multiplicity": 3,
  "de_lowest_kcal_mol": 9.73,
  "e_homo_ev": [-5.8, -10.3],
  "lumo_ev": [0.5, -2.8],
  "total_charge": 0,
  "symbols": ["C", "N", "N", "Cl", "Cl", "Cl", "H"],
  "coordinates": [[0.412, -0.092, 0.005], [0.312, 1.070, 0.308], [-0.974, -0.869, 0.004], [1.698, -1.084, -0.426], [1.625, 2.116, 0.527], [-2.140, 0.293, 0.457], [-0.934, -1.433, -0.876]]
}

---

{
  "formula": "CHCl3S",
  "method": "the ωB97M-V functional and the def2-TZVPD basis",
  "energy_ev": -49454.0145,
  "de_lowest_kcal_mol": 26.15,
  "e_homo_ev": -10.5,
  "lumo_ev": -3.1,
  "total_charge": 0,
  "symbols": ["C", "S", "Cl", "Cl", "Cl", "H"],
  "coordinates": [[-0.301, -0.015, 0.447], [-0.229, 0.826, -1.139], [-1.704, 0.765, 1.207], [1.154, 0.175, 1.448], [1.581, -0.672, -2.285], [-0.500, -1.078, 0.323]]
}

---

{
  "formula": "CHCl3S",
  "method": "the ωB97M-V functional and the def2-TZVPD basis",
  "energy_ev": -49451.4807,
  "s_squared": 2.01,
  "spin_multiplicity": 3,
  "de_lowest_kcal_mol": 33.77,
  "e_homo_ev": [-8.3, -10.2],
  "lumo_ev": [-0.6, -3.1],
  "total_charge": 0,
  "symbols": ["C", "S", "Cl", "Cl", "Cl", "H"],
  "coordinates": [[-0.656, 0.512, -0.313], [0.810, 1.177, 0.220], [-2.037, 1.275, 0.144], [0.334, -2.040, 0.803], [2.149, 0.175, -0.965], [-0.600, -1.097, 0.109]]
}

---

{
  "formula": "CHCl5Si",
  "method": "the ωB97M-V functional and the def2-TZVPD basis",
  "energy_ev": -71544.1492,
  "de_lowest_kcal_mol": 70.33,
  "e_homo_ev": -9.4,
  "lumo_ev": -0.8,
  "total_charge": 0,
  "symbols": ["C", "Si", "Cl", "Cl", "Cl", "Cl", "Cl", "H"],
  "coordinates": [[1.088, -0.898, 1.219], [-1.452, 1.691, -1.010], [-0.284, -1.935, 1.799], [1.505, -1.434, -0.513], [0.810, 0.808, 1.250], [-0.418, 0.768, -2.527], [-3.343, 2.125, -1.779], [2.095, -1.126, 1.561]]
}

---

{
  "formula": "CHClF2OS",
  "method": "the ωB97M-V functional and the def2-TZVPD basis",
  "energy_ev": -31890.7305,
  "de_lowest_kcal_mol": 29.76,
  "e_homo_ev": [-9.2, -9.3],
  "lumo_ev": [-0.4, -1.2],
  "total_charge": 0,
  "symbols": ["C", "O", "F", "F", "S", "Cl", "H"],
  "coordinates": [[-0.131, -0.971, -0.539], [-0.047, 2.358, -0.098], [-1.373, -1.446, -0.650], [0.372, -0.675, -1.730], [-0.454, 1.334, 0.824], [1.118, 0.984, 2.111], [0.514, -1.583, 0.083]]
}

---

{
  "formula": "CHClFNO2",
  "method": "the ωB97M-V functional and the def2-TZVPD basis",
  "energy_ev": -21871.8637,
  "de_lowest_kcal_mol": 68.13,
  "e_homo_ev": [-11.9, -11.3],
  "lumo_ev": [-2.9, -4.0],
  "total_charge": 0,
  "symbols": ["C", "N", "O", "O", "F", "Cl", "H"],
  "coordinates": [[0.407, 0.394, -0.404], [0.479, 1.714, 0.121], [0.802, 2.611, -0.658], [0.168, 1.807, 1.297], [0.522, 0.379, -1.709], [2.878, -0.907, 0.151], [-0.291, -0.189, 0.168]]
}

---

{
  "formula": "CHClN2O3",
  "method": "the ωB97M-V functional and the def2-TZVPD basis",
  "energy_ev": -22691.1540,
  "smiles": "O=[N+]([O-])C#[N+][O-].Cl",
  "de_lowest_kcal_mol": 29.18,
  "e_homo_ev": -11.4,
  "lumo_ev": -1.6,
  "total_charge": 0,
  "symbols": ["C", "N", "N", "O", "O", "O", "Cl", "H"],
  "coordinates": [[0.783, -0.216, 0.214], [0.703, 0.902, 0.027], [0.830, -1.618, 0.324], [0.359, -2.076, 1.343], [0.583, 2.055, -0.016], [1.259, -2.223, -0.633], [-2.824, 1.719, -0.993], [-1.693, 1.457, -0.267]]
}

---

{
  "formula": "CHClNO2PS",
  "method": "the ωB97M-V functional and the def2-TZVPD basis",
  "energy_ev": -39285.5189,
  "de_lowest_kcal_mol": 5.52,
  "e_homo_ev": -9.7,
  "lumo_ev": 0.0,
  "total_charge": 0,
  "symbols": ["C", "N", "O", "O", "P", "S", "Cl", "H"],
  "coordinates": [[0.790, 0.619, 0.251], [0.724, -0.648, 0.153], [-0.260, 1.272, 0.071], [-1.421, -0.445, -1.713], [-1.198, -0.340, -0.296], [-2.483, -0.625, 1.111], [2.271, 1.349, 0.460], [1.577, -1.183, -0.037]]
}

---

Record order is preserved below.
Max |F|: 7.9 3.4 2.1 2.4 1.7 2.0 2.9 2.3 eV/Å